# C20H24N2O3

The molecule C20H24N2O3 (the ωB97M-V functional and the def2-TZVPD basis, the OMol25 dataset).

The geometry in XYZ format:
```
49
Properties=species:S:1:pos:R:3:forces:R:3
C -0.500235 -5.284238 1.550311 -0.140 0.388 -0.199
C -1.278795 -4.027609 1.195338 -0.120 -0.248 0.314
O -0.618868 -3.408378 0.105731 0.154 0.002 -0.143
C -1.121032 -2.258137 -0.400011 -0.016 0.255 -0.159
C -0.405852 -1.694520 -1.460359 -0.017 -0.152 0.168
C -0.841966 -0.531086 -2.058151 -0.003 -0.018 -0.005
C -1.976906 0.114643 -1.596999 -0.246 -0.065 0.080
C -2.679243 -0.426877 -0.527963 0.162 -0.316 -0.431
C -2.270917 -1.621071 0.054490 -0.018 -0.098 0.138
H -2.858179 -2.020434 0.866043 -0.041 -0.082 0.071
C -3.911734 0.237591 -0.012273 -0.124 0.037 -0.032
O -4.976042 -0.331992 0.104795 -0.011 -0.178 0.042
N -3.799519 1.569207 0.284579 -0.474 0.298 0.064
C -2.637975 2.340356 0.364477 0.534 0.317 0.117
C -1.446002 1.795348 0.828395 0.043 0.200 0.142
C -0.276833 2.539296 0.806533 -0.350 0.023 0.026
C -0.304758 3.866983 0.394081 0.082 -0.081 0.017
C -1.508778 4.436645 0.016630 0.006 0.046 -0.015
C -2.666867 3.680311 -0.015278 -0.030 -0.165 0.036
H -3.596891 4.123698 -0.340365 -0.095 0.029 -0.071
H -1.544355 5.476413 -0.272736 -0.009 0.081 -0.014
H 0.596619 4.461662 0.403959 0.090 0.058 0.006
C 0.973657 1.830899 1.221145 0.011 0.266 -0.162
O 1.013954 1.060625 2.158695 -0.053 -0.261 0.148
N 2.044571 2.108226 0.438408 0.222 0.209 -0.244
H 1.901070 2.648085 -0.399691 -0.133 -0.039 0.102
C 3.265587 1.341728 0.534248 -0.044 -0.394 0.114
H 3.383906 1.068332 1.585186 0.103 0.074 -0.094
H 4.102333 1.976420 0.230300 0.025 -0.039 0.030
C 3.229598 0.064123 -0.319846 0.182 0.171 -0.025
C 4.506235 -0.739301 -0.092405 -0.303 0.091 0.030
H 4.479478 -1.663493 -0.664266 0.061 -0.108 -0.050
H 5.377157 -0.166625 -0.405601 0.152 0.048 -0.042
H 4.618122 -0.990048 0.959331 0.077 -0.059 0.124
C 3.058976 0.396173 -1.800437 -0.088 -0.102 0.302
H 2.107837 0.892413 -1.981497 -0.093 0.065 -0.099
H 3.079097 -0.514753 -2.393674 -0.012 -0.073 -0.133
H 3.865018 1.043590 -2.142281 0.116 0.084 -0.086
H 2.370287 -0.529862 0.008589 0.006 0.036 0.038
H -1.405775 0.785527 1.202343 0.034 -0.062 0.046
H -4.679398 2.041143 0.455120 0.087 -0.198 -0.020
H -2.316597 1.025341 -2.066901 -0.006 0.108 -0.004
H -0.291260 -0.119844 -2.891205 0.055 0.021 -0.077
H 0.484557 -2.199166 -1.800361 0.119 -0.071 -0.051
H -1.306815 -3.343111 2.053867 -0.051 -0.024 -0.127
H -2.308884 -4.285150 0.913995 0.093 0.103 0.032
H -0.469917 -5.955761 0.696584 0.002 -0.099 -0.048
H -0.976288 -5.789436 2.385687 -0.034 -0.066 0.085
H 0.518616 -5.023881 1.823460 0.096 -0.013 0.058
```
Positions in Å, forces in eV/Å.

## Properties
Strongest force on any atom in eV/A: 0.63
HOMO energy in eV: -8.52
E_LUMO in eV: 0.655
Orbital gap in eV: 9.179
Relative energy (zero: lowest compared OMol25 entry of this formula, charge and spin) in kJ/mol: 86.3
SMILES: CCOc1cccc(C(=O)Nc2cccc(C(=O)NCC(C)C)c2)c1